[1]
The following is a quantum chemistry calculation of C9H11NS as an isolated structure, from OMol25.

Output
**Total energy**: -802.30300 Eh
**Lowest unoccupied orbital energy**: 0.7 eV
**Multiplicity**: 1

```
22
C9H11NS, DFT the ωB97M-V functional and the def2-TZVPD basis
C -1.9207 1.1707 0.8298
C -0.2029 0.2314 0.9025
C 1.0903 0.1489 0.6065
C -1.6250 -0.8051 -0.9946
C -0.5966 0.1200 -1.4944
C -1.1368 0.4169 -0.1579
C -3.0968 -0.7483 -1.3346
C 3.5984 -0.1128 0.6297
C 2.3296 0.1637 1.4229
N -1.1076 0.9244 1.8014
S 1.1366 -0.1330 -1.2432
H -2.8465 1.7499 0.7925
H -1.2372 -1.7556 -0.6889
H -0.6391 0.8512 -2.1764
H -3.3229 -0.0615 -2.1417
H -3.6714 -0.2400 -0.5456
H -3.4035 -1.8704 -1.4931
H 4.5715 -0.2835 1.2229
H 4.0638 0.6109 -0.1020
H 3.3864 -0.9966 -0.0002
H 2.2741 1.1238 1.8952
H 2.3562 -0.5051 2.2691
```

Mulliken atomic charge list, values in e, 4 entries: atom 1 (C): -0.185, atom 2 (C): -0.144, atom 3 (C): 0.031, atom 4 (C): 0.094

[2]
The following is a quantum chemistry calculation of one molecule with the formula C4H10N2O, from OMol25.

Output
**Total energy**: -343.11608 Eh
**SMILES**: C[C@@H](C=O)NCN
**Lowest unoccupied orbital energy**: 0.9 eV
**Multiplicity**: 1

```
17
C4H10N2O, DFT the ωB97M-V functional and the def2-TZVPD basis
C -1.6384 0.7033 -1.2406
C -0.5322 0.7874 -0.1791
C -0.8810 -0.0518 1.0362
O -1.2634 0.4955 2.0420
N 0.7493 0.5026 -0.9193
C 1.8160 -0.3985 -0.4251
N 1.4097 -1.7104 0.1214
H -2.6347 1.0029 -0.8908
H -1.4276 1.4359 -2.0157
H -1.7586 -0.2860 -1.6769
H -0.3728 1.8417 0.0658
H -0.8001 -1.1319 0.8661
H 0.5529 0.2403 -1.8691
H 2.3419 0.1718 0.3306
H 2.3642 -0.6090 -1.3388
H 1.6027 -2.4287 -0.5621
H 2.0226 -1.9242 0.9072
```

Mulliken atomic charge list, values in e, 4 entries: atom 1 (C): -1.452, atom 2 (C): 0.469, atom 3 (C): -0.144, atom 4 (O): -0.496

[3]
The following is a quantum chemistry calculation of one molecule with the formula C3H6N2O, from OMol25.

Output
**Total energy**: -302.60351 Eh
**SMILES**: NC(=O)N1CC1
**Lowest unoccupied orbital energy**: 0.9 eV
**Multiplicity**: 1

```
12
C3H6N2O, DFT the ωB97M-V functional and the def2-TZVPD basis
N 1.9807 0.3935 -0.3043
C 0.9469 -0.5169 -0.3210
O 1.0236 -1.6541 -0.7395
N -0.1830 -0.1015 0.2924
C -1.4787 -0.6176 0.3886
C -1.2564 0.8448 0.1050
H 1.9553 1.2539 0.2131
H 2.8897 0.0605 -0.5700
H -1.8112 -1.2560 -0.4264
H -1.7683 -0.9588 1.3713
H -1.4813 1.1480 -0.9257
H -0.8172 1.4042 0.9165
```

Mulliken atomic charge list, values in e, 4 entries: atom 1 (N): -0.349, atom 2 (C): 0.471, atom 3 (O): -0.616, atom 4 (N): -0.103

[4]
The following is a quantum chemistry calculation of one molecule with the formula C4H7NO2, from OMol25.

Output
**Total energy**: -361.82466 Eh
**SMILES**: O[C@@H]1CN=COC1
**Lowest unoccupied orbital energy**: 0.8 eV
**Multiplicity**: 1

```
14
C4H7NO2, DFT the ωB97M-V functional and the def2-TZVPD basis
O -1.2100 -0.6609 1.3037
C -0.9815 0.0176 0.0301
C -0.2389 -0.9259 -0.8812
N 1.1899 -0.9912 -0.6659
C 1.7323 -0.0871 0.0258
O 1.1557 0.9904 0.6032
C -0.1857 1.2865 0.2077
H -0.3526 -0.8842 1.7009
H -1.9917 0.2372 -0.3348
H -0.4358 -0.7504 -1.9336
H -0.7076 -1.8890 -0.5881
H 2.7944 -0.1123 0.2622
H -0.1622 1.8601 -0.7258
H -0.6063 1.9091 0.9958
```

Mulliken atomic charge list, values in e, 4 entries: atom 1 (O): -0.549, atom 2 (C): -0.106, atom 3 (C): -0.531, atom 4 (N): -0.507

[5]
The following is a quantum chemistry calculation of one molecule with the formula C2H4N2O2S, from OMol25.

Output
**Total energy**: -736.72294 Eh
**Lowest unoccupied orbital energy**: -0.6 eV
**Multiplicity**: 1

```
11
C2H4N2O2S, DFT the ωB97M-V functional and the def2-TZVPD basis
C -0.0763 -0.4617 -0.6663
C -1.0815 0.2602 -1.5433
N 0.0400 0.1660 0.5647
N 0.8249 0.0899 1.6462
O 2.3317 -0.1142 3.4981
O 0.5177 -1.4385 -1.0547
S 2.0079 -0.7148 2.2245
H -0.6228 0.9299 0.6919
H -0.5336 0.7455 -2.3514
H -1.6605 1.0070 -1.0123
H -1.7475 -0.4693 -1.9974
```

Mulliken atomic charge list, values in e, 4 entries: atom 1 (C): 0.736, atom 2 (C): -0.897, atom 3 (N): 0.281, atom 4 (N): -0.668

[6]
The following is a quantum chemistry calculation of a 2-piece molecular cluster, C3H8NO overall, from OMol25.

Output
**Total energy**: -248.73515 Eh
**Lowest unoccupied orbital energy**: -6.0 eV
**Total charge**: +1
**Multiplicity**: 1

```
13
C3H8NO, DFT the ωB97M-V functional and the def2-TZVPD basis
C -1.0761 0.1948 0.1472
C -1.4840 1.1393 0.9995
C 0.0953 -1.9508 -0.0338
N -0.3179 -0.8968 0.6002
H -1.6146 -0.0124 -0.7725
H -1.6225 0.9929 2.1285
H -1.5456 2.1073 0.5797
H 1.0889 -2.1954 0.1774
H -0.5930 -2.3078 -0.8668
H 0.0552 -0.7053 1.5761
H 2.1174 1.3433 -2.2630
H 2.6063 1.8212 -1.0306
O 2.0652 1.1168 -1.3009
```

Mulliken atomic charge list, values in e, 4 entries: atom 1 (C): 0.085, atom 2 (C): -0.675, atom 3 (C): -0.136, atom 4 (N): -0.076

[7]
The following is a quantum chemistry calculation of a 2-piece molecular cluster, C4H9NO overall, from OMol25.

Output
**Total energy**: -287.68534 Eh
**SMILES**: C=N/C=C/C.O
**Lowest unoccupied orbital energy**: -0.1 eV
**Multiplicity**: 1

```
15
C4H9NO, DFT the ωB97M-V functional and the def2-TZVPD basis
C -0.4742 -0.1907 2.5969
N -0.5831 -0.4634 1.3518
C 0.3236 0.1119 0.4008
C 0.8046 -0.6715 -0.5968
C 1.3754 -0.1928 -1.8850
H 0.5912 -0.1120 2.9043
H -1.2873 0.1748 3.2434
H 0.8033 1.0574 0.6608
H 0.9868 -1.7054 -0.3057
H 1.4224 -1.0502 -2.5291
H 0.6781 0.4687 -2.4317
H 2.3859 0.2121 -1.6895
O -2.4459 1.0710 -0.8442
H -2.9922 0.6565 -0.1690
H -1.5887 0.6337 -0.7071
```

Mulliken atomic charge list, values in e, 4 entries: atom 1 (C): -0.347, atom 2 (N): -0.353, atom 3 (C): -0.566, atom 4 (C): 0.081

[8]
The following is a quantum chemistry calculation of a 2-piece molecular cluster, C5H14 overall, from OMol25.

Output
**Total energy**: -198.84639 Eh
**SMILES**: CCC.CC
**Lowest unoccupied orbital energy**: 1.1 eV
**Multiplicity**: 1

```
19
C5H14, DFT the ωB97M-V functional and the def2-TZVPD basis
C 1.6469 0.8441 1.0543
C 1.2942 -0.5300 0.4458
C 1.7103 -1.7615 1.2818
H 2.7212 1.1423 1.2145
H 1.0306 0.8897 1.8612
H 1.1956 1.5940 0.4083
H 0.2078 -0.5915 0.2761
H 1.5752 -0.6492 -0.6196
H 1.4994 -1.7745 2.4049
H 1.2826 -2.6177 1.0106
H 2.8305 -1.9627 1.0850
C -1.9637 1.2069 -1.8449
C -2.3254 0.1073 -0.7106
H -0.9335 1.3123 -1.9369
H -2.3872 0.9432 -2.7812
H -2.3211 2.1963 -1.5771
H -2.0952 -0.8701 -1.1611
H -3.3709 0.2863 -0.4858
H -1.5974 0.2348 0.0750
```

Mulliken atomic charge list, values in e, 4 entries: atom 1 (C): -1.104, atom 2 (C): 0.245, atom 3 (C): -1.277, atom 4 (H): 0.315

| no. | largest force on an atom (eV/Å) |
| --- | --- |
| 1 | 3.9 |
| 2 | 2.0 |
| 3 | 3.1 |
| 4 | 1.2 |
| 5 | 1.7 |
| 6 | 3.5 |
| 7 | 3.0 |
| 8 | 4.7 |